A 2-piece molecular cluster, C23H41FIN2O3 overall at a distorted geometry. Source: OMol25; level of theory: ωB97M-V with the def2-TZVPD basis set.

```
71
Properties=species:S:1:pos:R:3:forces:R:3
H -3.77929 0.66574 -1.26073 0.06 -0.01 -0.13
H -5.26568 -0.43756 0.13016 0.06 -0.06 0.18
C 3.93705 1.10008 -1.07736 -0.45 -0.15 0.18
H -8.10739 -3.21556 -0.45845 -0.19 0.00 0.02
C -4.20225 1.32578 -0.50410 0.09 0.08 0.09
O 8.05066 -1.07745 1.89910 0.07 0.02 0.05
H 6.33790 -1.95132 -0.12675 0.09 -0.01 0.13
C -1.87347 0.79779 0.41219 -0.33 -0.01 -0.01
H -5.97780 -1.79977 -1.55585 0.11 -0.10 -0.02
C -7.27585 -0.14773 -1.39415 -0.19 -0.18 -0.31
H 5.68583 0.31499 -0.15914 0.09 0.05 0.05
H 4.32127 2.11898 -1.01726 0.14 0.06 0.05
C 2.40049 1.15636 -0.98979 0.40 -0.26 0.25
C -5.42816 0.63427 0.08507 0.10 -0.15 -0.25
H 6.51039 -1.11167 -2.34303 0.02 0.13 -0.06
H -2.19103 -0.23863 0.27470 0.05 -0.16 0.15
O 6.02471 -1.70526 2.65219 -0.12 0.03 0.02
H 1.16686 3.56149 0.55926 0.09 0.12 -0.15
C 9.27778 -0.71750 2.54301 0.06 0.03 -0.14
C -7.03614 -1.61619 -1.38644 -0.20 0.28 0.33
C 5.70305 -1.82881 -2.20849 0.25 0.04 0.49
H -2.84800 2.70256 0.43311 -0.02 0.13 0.09
H 2.02957 0.17036 -1.26870 -0.21 0.01 -0.18
C -7.50594 -2.38243 -0.11461 0.38 -0.26 -0.19
H 0.16758 2.77126 -1.60619 0.11 0.03 -0.07
H 0.20481 2.39914 1.41263 0.04 0.13 0.17
C -7.21574 2.03049 -1.03324 -0.85 -0.49 -0.72
H 2.70312 1.90621 0.98412 0.03 0.03 0.18
C 7.16458 -1.46116 2.84997 0.06 0.11 0.02
H -4.49616 2.22840 -1.03592 -0.17 0.10 0.03
H 4.19155 0.70522 -2.05954 0.11 0.14 -0.20
H -6.73529 -3.66105 1.42546 0.02 -0.04 0.13
C 0.74478 2.56218 0.47820 -0.13 -0.36 0.05
H 3.44862 -1.42518 -0.87207 -0.29 -0.12 0.15
H -8.94753 -0.06379 -2.65413 0.00 -0.20 0.01
C -1.00496 1.18752 -0.78050 -0.12 0.16 -0.07
H -1.31084 0.84494 1.34142 0.15 -0.07 0.05
H 2.06219 1.86283 -1.74245 -0.15 0.07 -0.09
H 4.81365 -1.41384 -2.67303 -0.12 -0.07 -0.21
H -5.66361 0.96996 1.09037 -0.13 0.18 0.05
C -3.13414 1.65986 0.55182 0.25 -0.02 -0.30
H -7.57430 -2.01036 -2.24365 0.02 -0.08 -0.14
C -0.28296 2.52710 -0.64707 -0.09 -0.06 0.16
I -8.81747 -1.25766 1.15118 -0.06 0.02 -0.03
H 10.12868 -1.00957 1.93437 -0.11 -0.09 -0.09
C 9.17842 -1.47066 3.85193 -0.10 0.08 0.09
N -8.27445 0.42176 -2.08600 0.15 0.40 0.21
C 1.86743 1.51022 0.40908 0.24 0.38 -0.22
H 4.40319 0.55557 0.97361 -0.15 0.04 0.12
H -5.66561 -3.47968 0.04191 0.12 -0.04 -0.06
H 3.98789 -1.66187 0.81475 -0.15 -0.27 0.00
C 4.27236 -1.30174 -0.16918 0.50 0.70 0.10
H 5.98741 -2.73888 -2.72790 0.03 -0.05 -0.17
H -5.82101 -2.17158 1.24041 0.15 0.01 0.05
H -1.01068 3.31899 -0.45820 -0.08 0.08 -0.04
H -0.28298 0.39574 -0.96976 0.11 -0.06 0.00
O 7.77884 -1.53442 4.06308 0.10 -0.20 -0.12
H 9.29811 0.35949 2.71372 0.01 0.00 0.10
H 5.16823 -3.16912 -0.62219 0.12 -0.12 0.11
H 1.57065 0.60262 0.93050 -0.11 -0.14 0.01
H -1.63828 1.23643 -1.67073 -0.03 -0.08 -0.11
H -3.55111 1.57337 1.55322 -0.05 -0.07 0.13
N -6.61251 0.81749 -0.76437 -0.29 -0.02 -0.16
C 5.44222 -2.11796 -0.71681 -0.55 -0.16 -0.42
C 4.60591 0.20626 -0.03529 0.29 -0.20 -0.31
C -6.35166 -2.95040 0.70037 -0.29 0.12 0.01
H 9.58126 -2.48434 3.82335 0.06 0.02 0.09
C -8.27461 1.77592 -1.87386 1.24 0.65 1.08
F 9.75571 -0.80070 4.87594 -0.06 0.03 -0.01
H -8.96643 2.48879 -2.27751 -0.21 -0.20 -0.22
H -6.84943 2.94771 -0.61580 0.00 0.11 0.02
```
Forces are in eV/Å.

Properties
- E_tot (Eh) = -1633.574300
- lowest unoccupied orbital energy (eV) = -2.5
- net charge = +1
- HOMO (Eh) = -0.432
- 2S+1 = 1
- HOMO-LUMO gap (eV) = 9.27

Here are the Löwdin charges for atoms 1 to 2, given in e: H 0.1124; H 0.1068


C23H41I2N3O9P4RuS as an isolated structure. Source: OMol25; level of theory: ωB97M-V with the def2-TZVPD basis set.

```
84
Properties=species:S:1:pos:R:3:forces:R:3
H 3.69784 0.85217 -0.26492 0.00 0.00 -0.01
H 3.01038 -3.64177 1.80301 -0.03 0.02 0.03
H -2.53512 2.04851 2.25142 -0.01 -0.01 -0.01
H 0.65113 2.15119 -2.91608 -0.02 -0.03 -0.03
H 0.12568 2.44914 5.00767 -0.02 -0.02 0.01
H 1.29391 -0.91749 5.11493 -0.03 0.01 0.01
C 2.84990 0.68356 -2.93530 -0.01 -0.04 -0.01
C -4.38015 -2.24187 -3.23069 -0.01 0.02 0.00
C 0.39719 1.10210 -3.06262 0.01 0.02 -0.01
P 1.39112 0.21158 -0.61208 0.14 -0.29 0.44
H 0.33560 0.91435 -4.13644 -0.02 -0.01 0.01
C -0.02910 2.15960 0.77420 -0.07 -0.01 -0.01
C 3.08644 -0.01120 -0.00554 -0.02 0.01 0.00
C -2.38890 1.00228 1.98318 0.03 0.02 0.00
H -4.96670 -0.30585 -0.98215 -0.01 -0.05 -0.01
O -4.12532 -0.61059 -0.61716 0.05 0.02 0.05
N 1.33272 -2.36482 3.02560 0.00 -0.15 -0.09
H -1.14498 5.85831 1.35335 0.00 0.00 0.00
H 1.89647 1.99025 2.73933 0.01 -0.03 0.01
C 0.11653 4.39570 0.40625 -0.06 0.03 0.05
H 3.67530 -5.02097 0.85417 0.00 0.00 0.01
H -4.98571 -2.62811 -2.41160 0.00 0.00 0.00
C 0.76863 -4.96981 0.67164 0.01 0.00 0.05
H 2.05537 1.24736 4.32103 0.00 -0.01 -0.01
C 1.18672 4.17708 -0.49617 0.07 -0.01 -0.06
P -2.90495 -0.55318 -1.62486 -0.15 -0.12 -0.07
O 1.38214 -2.56074 -0.35411 0.11 0.03 0.12
O -2.18587 -1.38989 -3.86449 -0.05 -0.02 0.01
C 0.11223 0.99250 3.42802 0.07 -0.13 0.01
C -0.32501 5.71714 0.66236 0.00 -0.03 -0.02
H -2.87036 0.61498 -3.41553 -0.01 -0.03 -0.02
C 1.47282 0.18156 -2.47859 0.06 -0.04 0.03
O -3.28688 0.68288 -2.53983 0.13 0.08 0.03
P -2.03401 -3.48753 -2.25682 -0.02 -0.04 0.00
Ru -0.12376 -1.21484 0.51889 -0.56 0.32 -0.45
O -0.34840 -0.18187 4.07477 -0.06 0.18 0.09
H 2.08091 0.22193 2.88666 -0.02 -0.06 0.01
H 1.33404 -1.24952 -4.06262 -0.02 0.02 0.00
H 2.62599 5.08924 -1.80852 0.00 0.01 0.00
H 2.83004 0.74233 -4.02603 0.01 0.00 0.00
H -4.34891 -2.99273 -4.02077 0.00 0.00 0.00
C -2.95225 -1.94915 -2.77951 0.09 0.04 -0.04
O -1.64320 -0.35231 -0.85817 0.30 -0.02 0.02
H 3.50811 -0.91061 -0.44916 -0.01 -0.01 0.00
C 0.98854 1.93781 -0.17921 0.05 0.00 -0.08
C 0.29338 -0.52156 5.29627 0.04 -0.04 0.02
C 1.36932 6.54227 -0.85552 -0.02 0.02 0.01
N -0.47315 3.36024 1.05005 0.01 -0.04 0.04
H -0.57704 0.91498 -2.62189 -0.09 -0.02 0.01
O -3.17718 -4.50301 -1.76179 -0.01 0.01 0.01
H -0.44653 3.11093 3.48117 0.05 0.05 -0.06
C 1.27416 -1.25339 -2.97176 -0.02 0.01 -0.07
H -0.31258 -1.30225 5.74919 0.00 -0.01 -0.02
P -0.62408 0.71656 1.72718 -0.14 0.02 0.11
H 2.04542 -1.92217 -2.59453 0.01 0.01 -0.03
C 0.29160 6.76092 0.04269 0.02 0.01 -0.02
O -1.38723 -3.93426 -3.51396 0.01 0.08 0.03
N 1.60466 2.92160 -0.78657 -0.04 0.02 0.09
H -0.17915 -4.95579 0.13838 0.03 -0.02 0.00
H -3.41761 -5.13581 -2.44978 0.01 0.01 -0.01
H -2.94473 0.76783 1.08073 0.00 -0.02 0.00
C 0.74949 -1.88382 2.15125 0.65 0.33 -0.03
H -2.71821 0.35779 2.79836 -0.02 -0.01 0.00
H 0.33939 0.33019 5.97896 -0.02 0.02 0.00
H -4.84466 -1.34462 -3.64403 0.00 -0.01 -0.01
H -1.66112 -2.13982 -4.21390 0.00 0.00 -0.03
S 1.90388 -3.99451 -0.29513 -0.16 -0.08 -0.18
H 3.07728 1.67462 -2.54643 0.00 0.02 0.00
H 3.64894 -0.00538 -2.66230 0.00 0.01 0.01
H 4.06322 -3.35608 0.37587 0.01 -0.01 0.01
C 1.81122 5.28275 -1.12406 -0.01 -0.02 0.03
H 1.83823 7.39375 -1.33001 0.00 -0.01 0.00
H -1.49291 2.03987 4.42682 0.01 0.01 -0.02
C 3.30245 -3.99692 0.81812 -0.02 0.06 0.01
O -1.21933 -3.16332 -1.02928 -0.13 0.01 0.24
H 3.05416 -0.13602 1.07569 0.03 -0.01 -0.05
H 0.67567 -4.55204 1.67252 0.00 0.00 0.01
H 1.16816 -5.98364 0.70508 0.02 0.00 -0.01
I -2.91282 -2.53380 3.98707 0.20 -0.05 -0.65
H 0.30918 -1.66365 -2.68213 -0.02 -0.01 0.02
C -0.46583 2.23000 4.11774 -0.08 -0.04 -0.05
H -0.03603 7.77414 0.23257 -0.01 0.00 0.01
C 1.63062 1.10757 3.32645 -0.02 0.07 0.00
I -2.18639 -2.87286 1.36338 -0.21 -0.08 0.50
```
Forces are in eV/Å.

Properties
- E_tot (Eh) = -4196.404318
- energy above the lowest of the compared OMol25 structures with the same formula, charge and spin (kJ/mol) = 0.0
- lowest unoccupied orbital energy (spin up / spin down) (eV) = -3.7 / -3.9
- net charge = +1
- HOMO (spin up / spin down) (Eh) = -0.422 / -0.424
- <S²> = 0.76
- 2S+1 = 2
- HOMO-LUMO gap (spin up / spin down) (eV) = 7.79 / 7.67

Here are the Löwdin charges for atoms 1 to 2, given in e: H 0.0611; H 0.0329


C23H41N12PbS as an isolated structure at a distorted geometry. Source: OMol25; level of theory: ωB97M-V with the def2-TZVPD basis set.

```
78
Properties=species:S:1:pos:R:3:forces:R:3
C -1.90113 1.02943 4.18250 -0.10 0.05 -0.17
C -3.35794 -5.26060 -0.94174 -0.05 0.14 -0.06
N 3.94321 2.18566 -0.58293 -0.02 0.04 -0.10
N 0.10351 -2.37725 -1.92587 0.05 0.03 0.02
C 2.60317 -4.42408 -3.77630 -0.08 0.06 0.04
H -0.15109 -2.68409 -2.85571 -0.04 0.00 0.01
H -0.26482 -0.19866 4.21746 0.04 0.05 0.17
H 0.87585 3.56823 1.84929 -0.22 -0.36 0.53
C 1.49906 2.10157 -1.22411 -0.13 -0.05 -0.08
H -1.63997 1.95064 -1.79125 0.01 0.00 -0.06
H -2.01342 1.98247 4.69236 0.06 -0.03 0.08
C -2.53430 -4.12231 -3.10181 -0.21 0.12 0.17
C 0.15388 2.56263 -2.90901 -0.13 0.00 0.02
C -0.95791 3.71759 2.78895 -0.17 -0.01 -0.06
H -3.67184 -5.91377 -2.94932 -0.03 0.00 0.00
Pb 0.14138 0.80666 1.40862 -0.40 0.07 0.34
H -0.14210 2.88719 -3.89180 0.06 0.03 0.01
C -2.09081 3.23176 1.88457 0.15 0.02 0.05
N 2.50746 1.34417 0.83524 -0.03 0.15 -0.09
C 4.66252 1.81048 0.52262 -0.01 -0.04 0.14
H 1.49520 -4.23667 -0.46812 0.06 0.02 0.04
H 1.25007 3.65247 4.31926 0.07 0.04 -0.08
N 1.79650 4.64816 0.80738 0.04 0.64 -0.25
H -2.32818 0.27183 4.84073 0.01 0.04 0.06
C 2.01776 -3.85483 -1.34983 -0.17 0.02 -0.11
N 0.27327 1.80116 -0.81805 0.11 0.22 0.05
H -2.90562 0.00360 2.57252 -0.01 0.02 -0.05
H -2.63832 -4.21668 -4.18386 0.06 0.00 -0.01
C -3.61521 -4.96299 -2.41754 0.12 -0.17 0.03
N 1.41700 9.32895 0.95085 0.12 0.07 -0.16
H 2.06475 -2.01177 -2.47886 -0.05 0.08 0.00
C 0.46820 1.67063 4.65653 0.11 0.24 -0.13
H -3.03815 3.62759 2.26008 -0.01 0.02 -0.04
H -1.22243 3.59849 3.83607 0.04 -0.01 0.01
N -2.14229 -2.26067 -1.44412 -0.11 0.05 0.03
H 0.75791 -4.92209 -2.76275 0.00 -0.01 0.04
H -3.64423 -2.28451 -2.86089 0.01 0.06 0.01
H 2.23795 2.87569 -3.05039 0.03 -0.03 0.02
H -2.83010 -2.17603 -0.71237 0.03 0.01 0.03
H 2.15135 -5.80070 -2.19925 -0.06 -0.02 0.01
C -0.87798 -2.19571 -1.06235 0.02 0.18 -0.26
H 2.23024 -3.50264 -4.23373 0.02 -0.01 -0.01
H -0.84591 4.79285 2.62847 0.06 -0.01 0.02
C 1.10362 2.74746 3.72556 -0.07 -0.19 0.19
H -1.93350 3.62524 0.87856 -0.05 -0.01 -0.01
N 1.46183 2.56135 -2.48785 0.04 0.05 -0.02
H -3.37146 -4.35771 -0.32467 -0.02 -0.03 0.04
N 1.51464 6.99927 0.22882 -0.10 0.52 -0.99
H -0.03819 2.15644 5.49045 -0.03 -0.04 0.02
C 1.52066 8.20148 0.60541 -0.12 -0.42 0.70
C 2.64797 1.89355 -0.36010 0.14 -0.07 0.10
C 1.67242 5.79206 0.60768 0.25 -0.37 0.39
S -0.57457 -1.89132 0.63783 -0.04 -0.07 0.29
H 2.53258 -5.20525 -4.53085 0.01 0.02 -0.01
H 3.93652 0.87215 2.37438 0.02 0.00 -0.02
H 3.08133 -3.79830 -1.10586 -0.01 -0.01 0.05
C 3.75915 1.28864 1.39725 0.03 -0.01 -0.02
H -4.59264 -4.49051 -2.54726 0.02 0.03 -0.03
H -2.39039 -5.74774 -0.80343 -0.01 -0.01 0.01
H -4.12763 -5.92246 -0.54885 0.03 -0.02 0.02
C 1.82153 -4.81339 -2.52415 0.16 -0.05 -0.04
C 1.53964 -2.42987 -1.62049 0.17 -0.22 0.10
N 0.30665 3.02072 2.52412 0.26 -0.22 -0.48
H 1.72905 -1.80359 -0.75131 -0.03 0.10 -0.05
N -0.46235 0.76223 3.96606 0.05 -0.24 -0.19
N -2.14085 1.76299 1.76831 -0.13 -0.05 -0.14
H 2.08417 2.40742 3.39119 0.01 0.07 -0.02
H 4.34295 2.61455 -1.40355 0.00 0.00 0.00
H 1.29223 1.09554 5.07532 -0.08 -0.06 0.10
H 5.72843 1.94032 0.59864 -0.01 0.01 -0.06
C -0.57498 2.09306 -1.86266 0.02 -0.05 0.04
C -2.61173 -2.62124 -2.78799 0.14 -0.29 -0.15
H -2.02972 -2.04963 -3.51667 -0.04 0.09 0.05
C -2.74535 1.03139 2.90373 0.12 -0.04 0.14
H 3.65959 -4.27663 -3.54503 0.00 -0.02 -0.02
H -2.71089 1.55033 0.95465 0.03 -0.04 -0.01
H -1.54792 -4.51104 -2.82704 0.01 -0.03 -0.10
H -3.71927 1.45867 3.15827 -0.04 -0.06 -0.05
```
Forces are in eV/Å.

Properties
- E_tot (Eh) = -2148.176000
- energy above the lowest of the compared OMol25 structures with the same formula, charge and spin (kJ/mol) = 30.7
- lowest unoccupied orbital energy (spin up / spin down) (eV) = -11.2 / -10.9
- net charge = +3
- HOMO (spin up / spin down) (Eh) = -0.618 / -0.609
- 2S+1 = 1
- HOMO-LUMO gap (spin up / spin down) (eV) = 5.59 / 5.73

Here are the Löwdin charges for atoms 1 to 2, given in e: C -0.1635; C -0.0941